89
Properties=species:S:1:pos:R:3:forces:R:3 method="wB97M-V/def2-TZVPD" e_tot_ev=-57796.729 homo_lumo_gap_ev="6.212 / 6.108" lumo_ev="0.47 / 0.08" total_charge=0 mol_weight_g_mol=626.6 spin_multiplicity=2
Ru 0.65722 -0.06873 -0.26814 -1.900 -2.394 -4.898
P -0.65078 2.01207 -0.38464 1.768 -0.276 1.439
P -0.68458 -2.19673 -0.38194 0.571 0.921 1.585
N 0.13282 1.16817 2.28066 0.206 -2.006 1.014
N -0.00758 -1.26333 2.16066 1.059 1.832 1.691
C -2.57938 -1.85883 -0.36764 -0.370 -0.056 -0.252
C -3.45818 -3.09583 -0.12964 -0.175 -0.245 -0.009
C -0.79328 -5.11433 -0.36354 -0.010 -0.162 0.272
C 2.87072 -0.06873 -0.26814 3.617 -5.574 0.377
C 1.23522 -4.00973 -1.29734 0.452 0.354 0.042
C -1.60578 -1.49993 4.09206 -0.165 0.869 0.435
C -0.33338 2.33187 1.49826 -0.133 0.278 0.417
C -2.10358 3.60027 -2.27494 0.118 -0.037 -0.340
C 1.38152 3.99987 -1.06124 0.287 0.267 -0.040
C 4.32182 -0.01053 -0.26974 -0.773 -0.173 -0.009
C -0.15728 -2.52043 1.43916 -0.485 -0.307 0.453
C 6.42032 0.09087 0.93856 -0.439 0.010 -0.112
C -1.77768 4.70057 -0.03334 0.024 0.154 0.255
C 1.01712 2.10827 -2.67824 0.039 0.779 -0.990
C -1.46678 1.32457 4.22586 -0.198 -0.877 0.235
C -0.78448 -0.77103 3.22596 -0.403 -1.842 -0.280
C -3.33228 2.76457 -0.28934 -0.181 -0.504 0.156
C -2.92378 -0.84233 0.72996 0.136 0.046 0.434
C 7.12242 -0.00183 -0.26194 -0.004 -0.005 -0.033
C -1.98518 3.34937 -0.76214 -0.360 0.286 0.005
C 5.03122 -0.10123 -1.47114 0.743 0.142 -0.280
C 2.17512 1.70807 -0.53124 -0.556 5.825 2.076
C -0.86608 -3.96443 -2.61394 -0.138 0.174 -0.319
C 6.42822 -0.09753 -1.46674 -0.355 0.041 0.143
C -2.35308 -0.79593 5.04896 0.361 0.416 -0.443
C -0.30038 -3.90003 -1.18394 0.150 -0.172 -0.181
C -0.70808 0.61267 3.29046 -0.527 1.971 0.008
C -2.28518 0.60877 5.11476 0.271 -0.371 -0.442
C 5.02282 0.08447 0.93476 0.800 0.118 0.287
C -2.94618 -1.21663 -1.72144 0.238 0.260 -0.437
C 1.03502 2.50617 -1.18804 -0.518 1.333 -0.995
B 0.79082 -0.07093 1.70686 -4.410 0.338 0.444
H -2.25618 2.64517 -2.82224 0.142 0.574 0.213
H 0.65722 -0.06873 -2.09584 -0.574 -1.582 1.070
H -3.19798 -3.58363 0.83266 -0.195 0.127 -0.557
H -0.55118 -4.90463 -3.11644 -0.041 0.487 0.357
H -1.78148 4.58737 1.06726 0.011 0.000 -0.512
H 2.00472 0.61687 -0.64354 -0.849 2.683 -2.071
H -0.35058 -5.12103 0.65236 -0.216 -0.011 -0.501
H -3.38448 -3.81493 -0.96204 0.069 0.142 0.419
H -1.88498 -5.16683 -0.26114 0.348 0.133 -0.026
H -0.84978 5.21597 -0.31384 -0.250 -0.256 0.055
H 1.52802 -4.95723 -1.80074 -0.314 0.500 0.257
H 2.39082 4.19947 -1.48234 -0.407 -0.222 0.245
H -1.67428 -2.57713 4.03136 0.049 -0.042 -0.041
H -2.35258 -0.29003 -1.88224 -0.283 -0.545 0.085
H 0.30312 3.21857 1.68196 -0.214 -0.328 -0.217
H -4.53058 -2.80383 -0.08654 0.605 0.002 0.079
H -2.87418 1.14177 5.84986 0.010 -0.012 0.004
H -0.48658 -6.05953 -0.86164 -0.010 0.568 0.166
H 1.39062 4.32577 -0.00174 -0.063 -0.052 -0.542
H 1.72382 -4.00453 -0.30324 -0.212 0.022 -0.475
H -3.99088 -0.53523 0.67126 0.533 -0.263 -0.197
H -2.60968 5.39497 -0.28124 0.325 -0.487 0.039
H -4.02348 -0.94453 -1.75524 0.525 -0.217 0.172
H 0.69042 4.62647 -1.64834 0.193 -0.214 0.332
H -3.54758 1.80947 -0.81514 0.075 0.509 0.332
H 3.15082 1.94037 -1.01154 -0.849 -0.048 -0.126
H 4.49072 0.15147 1.87996 -0.044 -0.031 -0.156
H -2.74558 -1.89303 -2.57124 -0.095 0.300 0.315
H -2.30118 0.06407 0.65186 -0.215 -0.406 0.141
H 6.95952 0.16427 1.87946 -0.105 -0.015 -0.135
H -1.42598 2.40477 4.27116 0.054 0.023 -0.027
H 8.20912 -0.00233 -0.25844 -0.161 -0.002 0.000
H 0.25132 2.64877 -3.25624 0.266 0.015 0.230
H -3.33008 2.56357 0.80116 -0.046 0.051 -0.514
H 4.50542 -0.18473 -2.41924 -0.041 -0.016 0.181
H 2.32672 -0.46313 0.61586 0.856 -0.407 0.768
H -1.21238 4.11517 -2.67104 -0.313 -0.320 0.086
H -2.99458 -1.33583 5.73306 0.011 0.004 0.015
H -1.96828 -3.95843 -2.62354 0.394 0.054 -0.010
H -4.16778 3.46647 -0.50224 0.561 -0.287 0.087
H 0.83122 -3.01553 1.45606 -0.565 -0.070 -0.350
H 1.64582 -3.16353 -1.88844 -0.200 -0.446 0.335
H 6.97352 -0.17403 -2.40394 -0.103 0.006 0.136
H -2.78428 -1.29913 1.72166 -0.019 0.311 -0.239
H -0.49668 -3.10773 -3.21814 -0.255 -0.473 0.310
H 2.30692 -0.34933 -1.18314 1.859 -2.574 -1.325
H 1.99852 2.32477 -3.15434 -0.352 0.095 0.330
H 0.81372 1.02077 -2.78414 0.196 1.218 -0.138
H -0.89068 -3.19133 1.92896 0.414 0.384 0.062
H -1.33578 2.58597 1.88636 0.376 -0.014 -0.045
H -2.96508 4.26787 -2.49424 0.354 -0.431 0.274
H 2.27352 1.96837 0.54246 0.026 0.147 -0.596


91
Properties=species:S:1:pos:R:3:forces:R:3 method="wB97M-V/def2-TZVPD" relative_energy_kcal_mol=16.29 e_tot_ev=-162497.354 homo_lumo_gap_ev="6.133 / 4.047" lumo_ev="-6.45 / -9.02" total_charge=+2 mol_weight_g_mol=680.5 spin_multiplicity=5
Br -4.54794 2.38543 0.02430 -0.512 1.026 -0.025
Fe -0.85224 -1.08571 0.23819 0.245 -0.108 -0.503
P -1.32982 3.38329 -2.74322 -0.533 0.020 2.605
P 0.81308 -1.52292 -1.44119 0.705 0.579 0.075
O 3.25675 0.02488 1.60054 -0.752 0.919 0.390
N -2.97722 -6.71924 3.49914 -0.291 0.023 0.141
N 4.12703 1.20696 3.33158 -0.547 -0.218 -0.752
N 2.21597 2.00090 2.24579 -0.077 -0.812 -0.617
C -2.28401 -5.55727 1.51547 -0.491 0.124 0.642
C -4.05542 -0.23996 -0.83076 -0.284 -0.694 -0.273
C 0.11737 3.29780 -1.64134 0.711 -0.354 -0.704
C 1.07435 1.78773 1.40232 -0.125 0.165 -0.217
C -1.59930 -4.76008 3.69096 -0.272 0.117 -0.013
C -2.69017 -1.01121 1.44213 0.558 0.430 -0.361
C 3.51402 3.51411 3.61229 0.374 0.486 0.316
C 2.21214 -0.33043 -1.42541 -0.128 -0.028 0.695
C -2.95247 -6.60475 2.17059 0.683 0.624 -0.283
C -1.19942 -3.30788 1.64020 0.820 -1.234 1.309
C -3.53856 5.12480 -2.47213 -0.278 0.239 -0.039
C 2.15124 3.16724 3.08990 -0.338 0.090 0.311
C 1.00126 4.54019 -1.85485 0.318 0.484 0.072
C -0.77955 -2.24113 -3.62355 -0.299 -0.100 -0.481
C 3.18891 1.02445 2.34042 0.984 -0.323 0.643
C 0.39476 -1.36825 -3.22780 -0.098 -0.215 0.182
C 5.03846 0.11873 3.57532 0.513 -0.618 0.029
C -2.81008 -1.95224 0.34951 1.138 0.396 0.329
C 2.59717 -3.25624 -0.06111 0.225 -0.140 0.635
C -3.57761 -1.54129 -0.77051 -0.181 0.429 -0.125
C -1.65544 -4.52819 2.28265 0.172 -0.856 -0.015
C -1.70283 -2.93180 0.34744 -1.329 0.759 -0.664
C -2.36412 4.52226 -1.69364 -0.288 0.674 -1.019
C -2.55495 1.50690 -4.44073 -0.042 -0.056 -0.363
C -2.11285 1.74745 -2.97859 -0.214 -0.223 -0.662
C 1.58162 -3.19025 -1.22060 -0.140 -0.086 -0.271
C -2.32844 -5.82299 4.25029 0.378 0.191 -0.727
C 4.11579 2.29675 4.27726 -0.332 0.156 0.367
C -2.96600 0.36915 1.24808 -1.025 -0.622 -0.383
C 3.41632 -0.86903 -2.17620 0.197 0.132 -0.220
C -3.80864 0.71708 0.16905 1.952 -1.400 0.628
H -2.29668 -5.52187 0.42910 -0.083 0.063 0.191
H -0.47787 -2.65782 2.16789 -0.581 -0.220 0.091
H 0.13913 1.93031 1.96093 0.075 -0.006 0.088
H 2.46101 -0.10840 -0.37142 0.088 -0.108 -0.471
H 2.30865 -4.05331 0.64622 0.117 0.386 -0.268
H -2.54578 1.08755 1.95205 -0.738 -0.063 0.072
H 3.42313 4.31840 4.34562 0.047 0.011 -0.106
H -3.27713 2.26389 -4.78372 0.251 -0.206 0.192
H 1.73696 3.99383 2.50503 0.028 -0.006 -0.002
H -1.52264 -3.58360 -0.50833 -0.643 -0.132 0.134
H 0.17321 -0.30382 -3.40826 0.127 -0.276 0.001
H -3.80252 -2.24832 -1.56880 0.212 0.249 0.076
H -0.59388 -3.29741 -3.39670 -0.052 0.170 -0.042
H 3.61385 -3.51331 -0.41136 -0.555 0.200 0.089
H -4.58914 0.07470 -1.72178 -0.281 -0.120 0.188
H 1.08375 0.78116 0.98135 0.150 -0.057 0.039
H 1.84450 0.60663 -1.87782 0.070 -0.279 0.116
H -1.40012 0.97223 -2.65607 -0.049 0.336 -0.054
H 4.27161 -0.21799 -2.02071 0.123 0.042 -0.026
H 1.45530 2.97738 3.92330 0.076 0.116 -0.067
H -4.21448 5.65574 -1.78359 0.239 -0.188 -0.268
H 3.23280 -0.92933 -3.24931 0.077 0.023 0.005
H -2.98454 1.69415 -2.31221 0.214 0.294 -0.030
H -2.40630 -5.96403 5.33676 0.213 0.110 -0.520
H 2.04931 -3.52666 -2.16532 -0.348 0.258 0.335
H -1.69917 1.52869 -5.13465 -0.278 -0.011 0.289
H 4.15837 3.86552 2.79762 -0.075 -0.089 0.116
H -1.05385 -4.09561 4.36703 -0.239 -0.037 -0.342
H -3.49095 -7.36283 1.58633 0.306 0.274 0.334
H -4.12876 4.36105 -2.99819 0.113 0.188 0.171
H -2.72880 4.00080 -0.79058 0.474 -0.288 -0.524
H 0.93900 4.89207 -2.89218 0.147 0.002 0.225
H -0.95611 -2.16176 -4.70390 -0.051 -0.119 0.238
H 3.50956 2.04139 5.17336 0.361 0.057 -0.268
H -3.04337 0.52698 -4.55376 0.208 0.307 0.192
H -3.17233 5.85419 -3.20986 -0.204 -0.259 0.197
H -2.37803 -1.37055 2.42158 0.186 0.228 -0.223
H 2.06317 4.33899 -1.64899 -0.431 -0.074 -0.011
H 2.67706 -2.31386 0.51577 -0.024 -0.412 -0.262
H 4.52136 -0.76800 3.97203 0.138 0.219 -0.048
H 5.53478 -0.17668 2.64595 -0.033 0.032 0.213
H -1.69952 -1.93194 -3.11070 0.131 -0.086 -0.036
H 0.69624 2.37721 -1.83464 -0.353 0.329 0.136
H 0.69791 5.36785 -1.19840 0.051 -0.239 -0.256
H 0.73965 -3.86356 -1.01311 0.226 0.018 -0.166
H 3.69108 -1.86255 -1.83005 0.084 0.096 0.017
H 1.06576 2.50696 0.57151 0.085 -0.169 0.158
H 1.29546 -1.62445 -3.81386 -0.374 0.115 0.298
H 5.15030 2.47516 4.59982 -0.340 0.043 -0.059
H 5.79420 0.44371 4.30397 -0.264 -0.125 -0.285
H -1.70931 5.34233 -1.36014 0.028 -0.379 -0.138
H -0.28500 3.28358 -0.61656 -0.045 -0.197 -0.381